Entry from the OMol25 dataset: a cluster of 13 separate species, C26H41ClN13 in total in a non-equilibrium geometry (ωB97M-V/def2-TZVPD).

- DFT total energy: -59514.71367 eV
- Gap between HOMO and LUMO: 3.122 eV
- E_LUMO: 0.063 Eh
- Net charge: -1

Last columns: bonded neighbours and bond lengths (Å).
Geometry (Å):
1 N -2.0363 -1.9763 -0.7463  C2 1.493, H5 1.020, H6 1.013
2 C -1.5392 -2.6201 -1.9985  N1 1.493, C3 1.555, H7 1.103, H8 1.118
3 C -0.9934 -1.5023 -2.9318  C2 1.555, Cl4 1.876, H9 1.114
4 Cl 0.8792 -1.4469 -2.8414  C3 1.876
5 H -2.2964 -2.6660 -0.0420  N1 1.020
6 H -2.7924 -1.3281 -0.9335  N1 1.013
7 H -0.7870 -3.3756 -1.7160  C2 1.103
8 H -2.3692 -3.1159 -2.5591  C2 1.118
9 H -1.3185 -0.5541 -2.4456  C3 1.114
10 C -1.5298 0.4713 -6.6424  C11 1.466, H13 1.089, H14 1.090, H15 1.090
11 C -2.3198 0.4111 -5.4094  C10 1.466, N12 1.148
12 N -2.9295 0.3690 -4.4376  C11 1.148
13 H -0.9125 1.3686 -6.6428  C10 1.089
14 H -0.8851 -0.4053 -6.7057  C10 1.090
15 H -2.1921 0.4925 -7.5073  C10 1.090
16 C 2.3409 0.4420 0.2815  C17 1.471, H19 1.088, H20 1.092, H21 1.089
17 C 3.3183 0.0211 1.2965  C16 1.471, N18 1.153
18 N 4.0878 -0.3079 2.0899  C17 1.153
19 H 2.7180 1.3065 -0.2617  C16 1.088
20 H 2.1610 -0.3717 -0.4244  C16 1.092
21 H 1.4001 0.7078 0.7608  C16 1.089
22 C 2.8544 2.3241 4.2453  C23 1.468, H25 1.088, H26 1.089, H27 1.089
23 C 1.9064 3.0706 3.4094  C22 1.468, N24 1.152
24 N 1.1594 3.6580 2.7585  C23 1.152
25 H 2.9959 2.8409 5.1922  C22 1.088
26 H 2.4726 1.3231 4.4397  C22 1.089
27 H 3.8145 2.2435 3.7374  C22 1.089
28 C 1.6926 6.8039 5.8408  C29 1.468, H31 1.089, H32 1.089, H33 1.089
29 C 2.7039 5.7426 5.9231  C28 1.468, N30 1.151
30 N 3.4975 4.9116 5.9823  C29 1.151
31 H 2.0172 7.5691 5.1378  C28 1.089
32 H 0.7469 6.3851 5.5002  C28 1.089
33 H 1.5512 7.2563 6.8210  C28 1.089
34 C 3.8010 2.5238 8.9358  C35 1.469, H37 1.089, H38 1.089, H39 1.089
35 C 2.6106 1.8881 8.3548  C34 1.469, N36 1.150
36 N 1.6781 1.3914 7.8994  C35 1.150
37 H 4.0303 2.0712 9.8994  C34 1.089
38 H 4.6525 2.3936 8.2697  C34 1.089
39 H 3.6201 3.5880 9.0753  C34 1.089
40 C 1.1499 -3.9849 1.2050  C41 1.468, H43 1.089, H44 1.089, H45 1.089
41 C -0.0281 -4.7108 0.7148  C40 1.468, N42 1.150
42 N -0.9582 -5.2613 0.3220  C41 1.150
43 H 1.4559 -4.3842 2.1710  C40 1.089
44 H 1.9700 -4.0920 0.4970  C40 1.089
45 H 0.9101 -2.9281 1.3130  C40 1.089
46 C -3.8237 -6.2385 -4.0774  C47 1.470, H49 1.083, H50 1.089, H51 1.086
47 C -3.0695 -5.1976 -4.7915  C46 1.470, N48 1.154
48 N -2.4692 -4.3674 -5.3215  C47 1.154
49 H -4.6460 -5.7836 -3.5399  C46 1.083
50 H -4.2191 -6.9684 -4.7816  C46 1.089
51 H -3.1724 -6.7433 -3.3706  C46 1.086
52 C 0.6065 -5.4822 -6.7715  C53 1.470, H55 1.089, H56 1.089, H57 1.090
53 C 1.2058 -4.9552 -8.0060  C52 1.470, N54 1.151
54 N 1.6771 -4.5448 -8.9727  C53 1.151
55 H 0.6411 -6.5711 -6.7814  C52 1.089
56 H 1.1565 -5.1157 -5.9061  C52 1.089
57 H -0.4314 -5.1592 -6.6928  C52 1.090
58 C -4.8254 -6.3918 0.3579  C59 1.469, H61 1.090, H62 1.089, H63 1.089
59 C -4.9924 -6.9611 -0.9857  C58 1.469, N60 1.151
60 N -5.1064 -7.3969 -2.0449  C59 1.151
61 H -3.7640 -6.2886 0.5845  C58 1.090
62 H -5.2954 -5.4108 0.4038  C58 1.089
63 H -5.2883 -7.0450 1.0962  C58 1.089
64 C -1.4455 3.7346 0.1534  C65 1.470, H67 1.063, H68 1.096, H69 1.075
65 C -0.3897 3.2406 -0.7421  C64 1.470, N66 1.151
66 N 0.4316 2.8412 -1.4431  C65 1.151
67 H -2.3507 3.2182 -0.0534  C64 1.063
68 H -1.1581 3.5374 1.1923  C64 1.096
69 H -1.5676 4.7945 0.0199  C64 1.075
70 C -5.0255 5.1835 -2.7833  C71 1.469, H73 1.089, H74 1.089, H75 1.089
71 C -4.0979 4.7901 -1.7150  C70 1.469, N72 1.154
72 N -3.3617 4.4835 -0.8812  C71 1.154
73 H -4.6262 6.0413 -3.3222  C70 1.089
74 H -5.1591 4.3560 -3.4788  C70 1.089
75 H -5.9904 5.4489 -2.3542  C70 1.089
76 C 5.7093 4.5437 2.5231  C77 1.470, H79 1.089, H80 1.089, H81 1.090
77 C 6.6928 4.1221 3.5311  C76 1.470, N78 1.150
78 N 7.4632 3.7924 4.3194  C77 1.150
79 H 6.0827 5.4114 1.9819  C76 1.089
80 H 5.5310 3.7340 1.8166  C76 1.089
81 H 4.7693 4.8042 3.0088  C76 1.090